Entry 1:
This record from OMol25 describes 3 unconnected molecules or ions with the total composition C4H11NO2 in a non-equilibrium geometry. The level of theory is ωB97M-V with the def2-TZVPD basis set.

Values from the calculation:
- structure (SMILES) = C=N/C=C/C.O.O
- largest force on an atom (Eh/bohr) = 0.0488
- calculated total energy (hartree) = -364.15355
- orbital gap (eV) = 9.18
- energy relative to the best compared isomer or geometry (same formula, charge and spin) (eV) = 3.119
- total charge = 0
- HOMO level (eV) = -8.640

Atoms and positions in Å:
C (1.828, 1.083, 1.627)
C (0.788, 0.030, 1.346)
C (0.979, -0.954, 0.467)
N (-0.045, -1.528, -0.336)
C (-0.127, -1.129, -1.523)
H (1.454, 2.088, 1.779)
H (2.262, 0.760, 2.587)
H (2.641, 1.018, 0.914)
H (-0.111, 0.070, 1.954)
H (1.983, -1.227, 0.142)
H (0.524, -0.426, -2.017)
H (-0.557, -1.848, -2.224)
H (-1.257, 3.218, -2.552)
H (-0.677, 4.633, -2.676)
O (-0.775, 3.799, -3.149)
H (-2.273, -3.090, 1.865)
H (-1.448, -2.016, 1.127)
O (-2.059, -2.152, 1.865)

Entry 2:
This record from OMol25 describes 2 unconnected molecules or ions with the total composition C4H11NO2 in a non-equilibrium geometry. The level of theory is ωB97M-V with the def2-TZVPD basis set.

Values from the calculation:
- structure (SMILES) = NCC=O.CCO
- largest force on an atom (Eh/bohr) = 0.0432
- calculated total energy (hartree) = -364.19959
- orbital gap (eV) = 10.36
- energy relative to the best compared isomer or geometry (same formula, charge and spin) (eV) = 1.866
- total charge = 0
- HOMO level (eV) = -9.688

Atoms and positions in Å:
O (1.875, 1.027, 2.685)
C (1.013, 0.304, 3.151)
C (-0.019, -0.497, 2.386)
N (0.196, -0.314, 0.980)
H (0.843, 0.312, 4.283)
H (0.037, -1.599, 2.689)
H (-1.050, -0.140, 2.738)
H (-0.258, -1.015, -0.627)
H (-0.030, 0.638, 0.735)
H (1.259, -0.263, 0.851)
C (0.138, -0.191, -2.343)
O (-0.185, -1.321, -1.543)
C (-1.071, 0.673, -2.686)
H (0.525, -0.628, -3.266)
H (0.895, 0.391, -1.854)
H (-0.820, 1.610, -3.247)
H (-1.565, 0.944, -1.717)
H (-1.784, 0.069, -3.215)

Entry 3:
This record from OMol25 describes 3 unconnected molecules or ions with the total composition C4H11NO2 in a non-equilibrium geometry. The level of theory is ωB97M-V with the def2-TZVPD basis set.

Values from the calculation:
- structure (SMILES) = C=NC(=C)C.O.O
- largest force on an atom (Eh/bohr) = 0.0740
- calculated total energy (hartree) = -364.12563
- orbital gap (eV) = 9.44
- energy relative to the best compared isomer or geometry (same formula, charge and spin) (eV) = 3.879
- total charge = 0
- HOMO level (eV) = -8.737

Atoms and positions in Å:
C (2.447, 0.890, -0.320)
C (1.101, 0.411, 0.272)
C (0.749, 0.516, 1.585)
C (0.894, -1.471, -0.936)
N (0.290, -0.405, -0.611)
H (2.506, 0.741, -1.459)
H (2.691, 1.980, -0.148)
H (3.300, 0.324, 0.084)
H (-0.363, 0.417, 1.782)
H (1.131, 0.980, 2.588)
H (0.741, -2.236, -1.707)
H (1.668, -1.768, -0.265)
H (-2.471, -1.124, 0.737)
H (-1.200, -1.680, 0.015)
O (-1.722, -1.720, 0.882)
H (-3.868, 2.121, -0.782)
H (-4.179, 0.832, -1.271)
O (-3.713, 1.191, -0.446)

Entry 4:
This record from OMol25 describes 2 unconnected molecules or ions with the total composition C4H11NO2. The level of theory is ωB97M-V with the def2-TZVPD basis set.

Values from the calculation:
- structure (SMILES) = CCNCC=O.O
- largest force on an atom (Eh/bohr) = 0.0164
- calculated total energy (hartree) = -364.20198
- orbital gap (eV) = 9.61
- energy relative to the best compared isomer or geometry (same formula, charge and spin) (eV) = 1.801
- total charge = 0
- HOMO level (eV) = -8.741

Atoms and positions in Å:
C (0.264, 3.556, 0.361)
C (0.647, 2.157, -0.063)
N (-0.540, 1.371, -0.279)
C (-0.604, -0.005, -0.675)
C (0.545, -0.849, -0.212)
O (0.749, -1.980, -0.565)
H (1.124, 4.226, 0.303)
H (-0.038, 3.599, 1.408)
H (-0.530, 3.998, -0.224)
H (1.231, 1.745, 0.769)
H (1.347, 2.164, -0.909)
H (-1.401, 1.885, -0.272)
H (-1.468, -0.476, -0.172)
H (-0.787, -0.165, -1.736)
H (1.192, -0.369, 0.545)
H (-1.259, -3.434, 0.463)
H (0.058, -3.875, 1.099)
O (-0.890, -3.846, 1.254)

Entry 5:
This record from OMol25 describes 2 unconnected molecules or ions with the total composition C4H11NO2 in a non-equilibrium geometry. The level of theory is ωB97M-V with the def2-TZVPD basis set.

Values from the calculation:
- structure (SMILES) = CC(N)=O.CCO
- largest force on an atom (Eh/bohr) = 0.1013
- calculated total energy (hartree) = -364.20459
- orbital gap (eV) = 10.16
- energy relative to the best compared isomer or geometry (same formula, charge and spin) (eV) = 1.730
- total charge = 0
- HOMO level (eV) = -9.447

Atoms and positions in Å:
C (-0.762, 0.990, 2.088)
C (-0.592, 1.900, 0.850)
O (-1.358, -0.277, 1.772)
H (0.145, 0.836, 2.605)
H (-1.158, 1.576, 2.927)
H (-1.527, 2.373, 0.607)
H (-0.978, -0.545, 0.911)
H (-0.303, 1.361, 0.012)
H (0.155, 2.694, 1.113)
C (0.005, -2.100, -1.250)
C (0.829, -0.958, -0.876)
O (0.901, -0.383, 0.156)
N (1.593, -0.363, -1.956)
H (2.011, 0.616, -1.856)
H (1.764, -0.721, -2.843)
H (-1.041, -1.809, -1.423)
H (0.054, -2.816, -0.517)
H (0.264, -2.374, -2.321)

Entry 6:
This record from OMol25 describes C4H11NO2 in the gas phase in a non-equilibrium geometry. The level of theory is ωB97M-V with the def2-TZVPD basis set.

Values from the calculation:
- structure (SMILES) = C[C@@H](O)CNCO
- largest force on an atom (Eh/bohr) = 0.0557
- calculated total energy (hartree) = -364.17290
- orbital gap (eV) = 9.37
- energy relative to the best compared isomer or geometry (same formula, charge and spin) (eV) = 2.592
- total charge = 0
- HOMO level (eV) = -8.480

Atoms and positions in Å:
C (-0.104, -0.327, 0.045)
C (0.104, 0.362, -1.352)
C (1.483, 0.336, -1.920)
O (-0.767, -0.273, -2.285)
N (-0.912, 0.426, 1.021)
C (-0.643, 0.255, 2.464)
O (-0.364, -1.067, 2.833)
H (0.760, -0.755, 0.427)
H (-0.745, -1.144, -0.107)
H (-0.363, 1.420, -1.337)
H (2.131, 0.989, -1.441)
H (1.330, 0.653, -2.990)
H (2.048, -0.544, -1.932)
H (-0.387, -1.146, -2.524)
H (-1.439, 1.239, 0.766)
H (0.316, 0.715, 2.882)
H (-1.574, 0.593, 3.054)
H (-0.875, -1.732, 2.396)

Entry 7:
This record from OMol25 describes a gas-phase ion, C4H11NO2 (charge +1) in a non-equilibrium geometry. The level of theory is ωB97M-V with the def2-TZVPD basis set.

Values from the calculation:
- largest force on an atom (Eh/bohr) = 0.0448
- calculated total energy (hartree) = -363.89460
- orbital gap (spin up / spin down) (eV) = 11.79 / 6.39
- 2S+1 = 2
- energy relative to the best compared isomer or geometry (same formula, charge and spin) (eV) = 0.919
- total charge = +1
- HOMO level (spin up / spin down) (eV) = -15.118 / -14.946

Atoms and positions in Å:
C (-0.894, -0.445, 1.420)
O (-1.984, 0.333, 1.916)
C (-0.402, 0.215, 0.146)
C (1.066, -0.157, -0.210)
C (1.585, 0.639, -1.430)
O (1.237, -1.535, -0.426)
N (-1.363, 0.101, -0.901)
H (-1.123, -1.507, 1.290)
H (-0.111, -0.405, 2.191)
H (-0.333, 1.298, 0.345)
H (1.643, 0.142, 0.668)
H (2.652, 0.503, -1.550)
H (1.449, 1.700, -1.171)
H (1.028, 0.421, -2.343)
H (1.832, -1.859, 0.272)
H (-1.233, 0.690, -1.721)
H (-2.279, 0.088, -0.437)
H (-2.770, -0.223, 1.941)

Entry 8:
This record from OMol25 describes 2 unconnected molecules or ions with the total composition C4H11NO2 in a non-equilibrium geometry. The level of theory is ωB97M-V with the def2-TZVPD basis set.

Values from the calculation:
- largest force on an atom (Eh/bohr) = 0.0579
- calculated total energy (hartree) = -363.87538
- orbital gap (spin up / spin down) (eV) = 9.64 / 5.35
- 2S+1 = 2
- energy relative to the best compared isomer or geometry (same formula, charge and spin) (eV) = 1.442
- total charge = +1
- HOMO level (spin up / spin down) (eV) = -13.352 / -13.352

Atoms and positions in Å:
C (-1.060, 3.016, -0.583)
N (-0.914, 1.573, -0.493)
C (1.245, 0.537, -1.085)
C (0.241, 0.706, 0.008)
C (-0.512, -0.518, 0.560)
O (-0.077, -1.588, 0.784)
H (-2.118, 3.173, -0.784)
H (-0.436, 3.471, -1.348)
H (-0.787, 3.375, 0.410)
H (-1.521, 0.939, -1.013)
H (1.900, -0.247, -0.709)
H (1.768, 1.476, -1.285)
H (0.826, 0.323, -2.069)
H (0.523, 1.182, 0.953)
H (-1.571, -0.312, 0.829)
H (0.652, -6.346, 2.277)
H (1.281, -5.348, 1.456)
O (0.560, -5.414, 2.093)

Entry 9:
This record from OMol25 describes 3 unconnected molecules or ions with the total composition C4H11NO2 in a non-equilibrium geometry. The level of theory is ωB97M-V with the def2-TZVPD basis set.

Values from the calculation:
- largest force on an atom (Eh/bohr) = 0.0824
- calculated total energy (hartree) = -363.84238
- orbital gap (spin up / spin down) (eV) = 8.30 / 7.35
- 2S+1 = 2
- energy relative to the best compared isomer or geometry (same formula, charge and spin) (eV) = 2.340
- total charge = +1
- HOMO level (spin up / spin down) (eV) = -13.770 / -14.214

Atoms and positions in Å:
N (-1.693, 2.261, -1.925)
C (-0.883, 1.321, -1.248)
C (-0.619, -0.033, -1.611)
C (0.265, -0.875, -0.874)
C (0.179, -2.179, -1.278)
H (-1.982, 3.037, -1.345)
H (-2.550, 1.773, -1.825)
H (-0.033, 1.787, -0.631)
H (-1.192, -0.504, -2.457)
H (0.887, -0.260, -0.187)
H (1.046, -2.754, -1.657)
H (-0.729, -2.726, -1.445)
H (1.505, 0.473, 1.903)
H (1.832, 1.962, 2.036)
O (1.103, 1.341, 2.182)
H (0.573, -1.699, 4.154)
H (1.542, -1.696, 2.905)
O (0.749, -1.228, 3.303)

Entry 10:
This record from OMol25 describes 2 unconnected molecules or ions with the total composition C4H11NO2P in a non-equilibrium geometry. The level of theory is ωB97M-V with the def2-TZVPD basis set.

Values from the calculation:
- largest force on an atom (Eh/bohr) = 0.0795
- calculated total energy (hartree) = -705.30410
- orbital gap (eV) = 8.31
- energy relative to the best compared isomer or geometry (same formula, charge and spin) (eV) = 1.399
- total charge = +1
- HOMO level (eV) = -12.315

Atoms and positions in Å:
C (-0.100, 0.692, -0.193)
C (0.051, 1.700, 0.913)
C (1.096, -0.239, -2.474)
C (-2.220, -1.264, 1.069)
N (-1.628, -2.364, 1.188)
O (-0.797, -0.320, -0.211)
O (2.262, 1.637, -1.293)
P (0.690, 1.428, -1.775)
H (-0.972, 1.889, 1.217)
H (0.497, 2.585, 0.539)
H (0.760, 1.324, 1.672)
H (1.792, -0.563, -1.731)
H (0.181, -0.783, -2.261)
H (1.401, -0.396, -3.544)
H (-2.218, -0.673, 1.946)
H (-2.742, -0.905, 0.196)
H (2.352, 2.444, -0.753)
H (-1.472, -3.067, 0.386)
H (-1.188, -2.587, 2.067)

- What is the calculated total energy in the fourth record?
  -364.20198 hartree